The following is a DFT calculation (the ωB97M-V functional and the def2-TZVPD basis) of 2 unconnected molecules or ions with the total composition C4H10N2O2.

Bonds (Å) are listed after each position.
CARTESIAN COORDINATES (ANGSTROEM)
1 C 0.575 0.680 -0.758  C2 1.494, C3 1.490, H10 1.080
2 C 1.112 1.851 -0.001  C1 1.494, H13 1.097, H14 1.089, H15 1.090
3 C 1.287 -0.623 -0.635  C1 1.490, H16 1.089, H17 1.096, H18 1.089
4 N -0.955 0.267 0.542  C5 1.410, O7 1.440, H9 1.016
5 C -1.237 -0.981 1.135  N4 1.410, N6 1.356, O8 1.220
6 N -1.700 -1.881 0.232  C5 1.356, H11 1.014, H12 1.005
7 O -1.435 0.514 -0.793  N4 1.440
8 O -1.003 -1.182 2.316  C5 1.220
9 H -1.115 1.028 1.196  N4 1.016
10 H 0.325 0.930 -1.779  C1 1.080
11 H -2.027 -1.484 -0.642  N6 1.014
12 H -2.067 -2.748 0.584  N6 1.005
13 H 2.010 2.190 -0.532  C2 1.097
14 H 1.387 1.595 1.021  C2 1.089
15 H 0.402 2.678 -0.006  C2 1.090
16 H 1.543 -0.860 0.397  C3 1.089
17 H 2.207 -0.542 -1.226  C3 1.096
18 H 0.691 -1.432 -1.053  C3 1.089

Results
Energy relative to the best compared isomer or geometry (same formula, charge and spin) ... 118.1 kcal per mole
DFT total energy ... -11381.7832 eV
Multiplicity ... 1
Charge ... 0
Molecular weight ... 118.14 g mol⁻¹
HOMO energy ... -8.16 eV
Maximum force ... 1.98 eV Å⁻¹
Gap between HOMO and LUMO ... 8.557 eV

The following is a DFT calculation (the ωB97M-V functional and the def2-TZVPD basis) of a single C4H10N2O2 molecule.

Bonds (Å) are listed after each position.
CARTESIAN COORDINATES (ANGSTROEM)
1 C 1.841 0.290 0.082  C4 1.519, O7 1.391, O8 1.188
2 C -0.088 -0.218 1.463  C4 1.578, H9 1.113, H10 1.127, H11 1.104
3 C -0.478 0.769 -1.004  C4 1.685, N5 1.472, H12 1.104, H13 1.103
4 C 0.430 -0.261 -0.027  C1 1.519, C2 1.578, C3 1.685, N6 1.503
5 N -0.398 2.143 -0.483  C3 1.472, H14 1.132, H15 0.951
6 N 0.467 -1.627 -0.652  C4 1.503, H16 1.015, H17 1.018
7 O 2.851 -0.438 -0.536  C1 1.391, H18 1.000
8 O 1.974 1.348 0.606  C1 1.188
9 H -0.870 -0.970 1.710  C2 1.113
10 H -0.569 0.764 1.736  C2 1.127
11 H 0.829 -0.310 2.071  C2 1.104
12 H -1.528 0.431 -0.994  C3 1.104
13 H -0.117 0.741 -2.046  C3 1.103
14 H -0.685 2.083 0.611  N5 1.132
15 H 0.535 2.216 -0.315  N5 0.951
16 H -0.320 -1.767 -1.278  N6 1.015
17 H 0.105 -2.320 0.000  N6 1.018
18 H 2.456 -1.317 -0.804  O7 1.000

Results
Energy relative to the best compared isomer or geometry (same formula, charge and spin) ... 53.0 kcal per mole
DFT total energy ... -11384.6062 eV
Multiplicity ... 1
Charge ... 0
Molecular weight ... 118.14 g mol⁻¹
HOMO energy ... -9.52 eV
Maximum force ... 4.77 eV Å⁻¹
Gap between HOMO and LUMO ... 10.170 eV
SMILES string ... C[C@@](N)(CN)C(=O)O

The following is a DFT calculation (the ωB97M-V functional and the def2-TZVPD basis) of a single C4H10N2O2 molecule.

Bonds (Å) are listed after each position.
CARTESIAN COORDINATES (ANGSTROEM)
1 C -1.026 0.636 -0.993  N2 1.486, C3 1.540, H9 1.173, H10 1.047
2 N -0.336 1.553 -1.936  C1 1.486, H11 0.987, H12 1.024
3 C 0.119 0.138 -0.092  C1 1.540, C4 1.621, N5 1.432, H13 1.126
4 C 1.231 -0.626 -0.991  C3 1.621, H14 1.116, H15 1.052, H16 1.065
5 N -0.258 -0.766 0.953  C3 1.432, C6 1.401, H17 1.095
6 C 0.274 -0.566 2.233  N5 1.401, O7 1.442, O8 1.215
7 O -0.459 -1.554 2.985  C6 1.442, H18 1.005
8 O 1.121 0.237 2.574  C6 1.215
9 H -1.317 -0.363 -1.536  C1 1.173
10 H -1.832 1.069 -0.483  C1 1.047
11 H -0.936 1.953 -2.610  N2 0.987
12 H -0.053 2.463 -1.562  N2 1.024
13 H 0.723 0.903 0.473  C3 1.126
14 H 1.472 -0.134 -1.964  C4 1.116
15 H 0.831 -1.557 -1.273  C4 1.052
16 H 2.025 -0.891 -0.332  C4 1.065
17 H -0.986 -1.570 0.800  N5 1.095
18 H -0.594 -0.923 3.755  O7 1.005

Results
Energy relative to the best compared isomer or geometry (same formula, charge and spin) ... 51.9 kcal per mole
DFT total energy ... -11384.6525 eV
Multiplicity ... 1
Charge ... 0
Molecular weight ... 118.14 g mol⁻¹
HOMO energy ... -9.50 eV
Maximum force ... 4.35 eV Å⁻¹
Gap between HOMO and LUMO ... 10.207 eV
SMILES string ... C[C@@H](CN)NC(=O)O

The following is a DFT calculation (the ωB97M-V functional and the def2-TZVPD basis) of 2 unconnected molecules or ions with the total composition C4H10N2O2.

Bonds (Å) are listed after each position.
CARTESIAN COORDINATES (ANGSTROEM)
1 C 1.900 -1.463 -1.688  C3 1.271, H9 1.101, H10 1.107
2 C -1.258 -0.639 1.552  C4 1.494, H12 1.185, H13 1.016, H14 1.156
3 C 0.959 -0.712 -2.096  C1 1.271, H15 1.090, H16 1.143
4 C -0.837 0.625 0.876  C2 1.494, N5 1.373, N6 1.267
5 N -1.698 1.108 -0.079  C4 1.373, H17 1.034, H18 1.026
6 N 0.128 1.252 1.406  C4 1.267, O7 1.355, O8 1.233
7 O 0.707 2.201 0.630  N6 1.355, H11 0.947
8 O 0.834 0.907 2.355  N6 1.233
9 H 2.350 -1.318 -0.694  C1 1.101
10 H 2.207 -2.305 -2.338  C1 1.107
11 H 1.596 2.361 0.915  O7 0.947
12 H -2.377 -0.760 1.923  C2 1.185
13 H -0.711 -0.996 2.331  C2 1.016
14 H -1.255 -1.429 0.709  C2 1.156
15 H 0.558 0.083 -1.468  C3 1.090
16 H 0.493 -1.025 -3.091  C3 1.143
17 H -2.278 0.348 -0.472  N5 1.034
18 H -1.317 1.762 -0.771  N5 1.026

Results
Energy relative to the best compared isomer or geometry (same formula, charge and spin) ... 151.7 kcal per mole
DFT total energy ... -11380.3235 eV
Multiplicity ... 1
Charge ... 0
Molecular weight ... 118.14 g mol⁻¹
HOMO energy ... -7.80 eV
Maximum force ... 5.25 eV Å⁻¹
Gap between HOMO and LUMO ... 8.605 eV
SMILES string ... C/C(N)=[N+](\[O-])O.C=C